[1]
The following is a quantum chemistry calculation of a 2-piece molecular cluster, C5H14S overall at a distorted geometry, from OMol25.

```
20
Properties=species:S:1:pos:R:3
C 1.13 -1.39 -1.33
C 0.14 -1.56 -0.21
S 0.95 -1.58 1.42
C 0.00 -2.69 2.47
H 0.67 -0.89 -2.20
H 1.63 -2.31 -1.59
H 1.78 -0.57 -1.03
H -0.66 -0.82 -0.19
H -0.43 -2.50 -0.27
H -0.56 -2.16 3.24
H -0.73 -3.33 1.97
H 0.80 -3.29 2.90
C -0.86 3.20 -1.27
C -0.29 2.63 0.02
H -1.82 3.72 -1.26
H -0.11 3.75 -1.84
H -1.12 2.40 -1.98
H -1.09 2.20 0.63
H 0.16 3.39 0.65
H 0.40 1.80 -0.13
```

Its structure (SMILES) is CCSC.CC. The value obtained for the relative energy (zero: lowest compared OMol25 entry of this formula, charge and spin) is 0.654 eV.

[2]
The following is a quantum chemistry calculation of a 2-piece molecular cluster, C5H14S overall at a distorted geometry, from OMol25.

```
20
Properties=species:S:1:pos:R:3
C 1.17 -0.98 -1.32
C -0.08 -1.26 -0.45
S 0.28 -1.14 1.30
C 0.83 -2.83 1.54
H 1.04 -0.32 -2.22
H 1.72 -1.87 -1.63
H 1.81 -0.28 -0.76
H -0.76 -0.44 -0.74
H -0.47 -2.23 -0.67
H 1.52 -2.93 2.41
H 0.03 -3.57 1.75
H 1.40 -3.22 0.68
C -1.34 3.09 -0.50
C -0.80 2.14 0.53
H -1.69 4.06 -0.06
H -0.58 3.31 -1.27
H -2.21 2.71 -1.01
H -1.35 1.23 0.63
H -0.81 2.55 1.55
H 0.29 1.98 0.23
```

Its structure (SMILES) is CCSC.CC. The value obtained for the relative energy (zero: lowest compared OMol25 entry of this formula, charge and spin) is 0.763 eV.

[3]
The following is a quantum chemistry calculation of a 2-piece molecular cluster, C5H14Si2 overall at a distorted geometry, from OMol25.

```
21
Properties=species:S:1:pos:R:3
C 1.19 2.71 -0.52
Si 0.19 1.19 -0.39
C 0.90 -0.56 -0.79
C 1.91 -1.04 0.30
C 1.37 -0.73 1.68
H 2.31 2.79 -0.41
H 0.60 3.54 -0.59
H -1.29 1.23 0.10
H 0.06 -1.21 -0.82
H 1.42 -0.63 -1.68
H 2.89 -0.53 0.22
H 2.15 -2.03 0.08
H 1.64 0.24 2.09
H 0.23 -0.78 1.58
H 1.54 -1.45 2.45
C -4.28 0.53 0.07
Si -3.09 -0.75 0.09
H -4.35 1.44 0.71
H -5.08 0.48 -0.73
H -2.53 -1.79 -0.87
H -2.23 -0.79 1.42
```

Its structure (SMILES) is C=[SiH]CCC.C=[SiH2]. The value obtained for the relative energy (zero: lowest compared OMol25 entry of this formula, charge and spin) is 4.851 eV.

[4]
The following is a quantum chemistry calculation of C5H15B2N3 as an isolated structure at a distorted geometry, from OMol25.

```
25
Properties=species:S:1:pos:R:3
B 0.85 -0.47 -0.46
B -0.97 0.76 -0.17
N 0.03 0.47 -1.22
N 0.28 -0.72 0.87
N -0.66 0.23 1.18
C 2.00 -1.37 -0.96
C -2.49 1.03 -0.60
C 0.24 0.59 -2.66
C 0.74 -1.51 1.96
C -0.49 1.25 2.21
H 1.74 -2.45 -1.11
H 2.68 -1.35 -0.11
H 2.51 -1.00 -1.86
H -2.43 1.43 -1.68
H -3.03 0.10 -0.62
H -2.92 1.81 0.01
H -0.37 1.34 -3.09
H -0.13 -0.37 -3.06
H 1.30 0.83 -2.85
H 0.67 -2.55 1.73
H 0.09 -1.29 2.79
H 1.75 -1.25 2.33
H -0.91 0.79 3.11
H -0.99 2.17 1.88
H 0.52 1.54 2.39
```

The value obtained for the relative energy (zero: lowest compared OMol25 entry of this formula, charge and spin) is 0.000 eV.

[5]
The following is a quantum chemistry calculation of a 2-piece molecular cluster, C5H15BBrN4O2 overall at a distorted geometry, from OMol25.

```
28
Properties=species:S:1:pos:R:3
C 4.03 -0.87 -2.01
B 2.89 -1.75 -2.61
O 3.13 -2.60 -3.64
N 1.51 -1.83 -2.01
C 0.69 -0.77 -1.76
N -0.51 -0.94 -1.23
N 1.13 0.50 -2.06
Br 1.42 1.73 -0.71
H 4.21 -1.11 -0.96
H 4.94 -1.06 -2.57
H 3.84 0.21 -2.06
H 2.61 -2.49 -4.44
H 1.00 -2.58 -2.48
H -0.84 -0.33 -0.46
H -1.03 -1.76 -1.49
H 1.84 0.51 -2.78
C -1.64 0.21 3.37
C -1.93 0.81 2.02
O -1.31 0.44 1.02
N -2.87 1.76 1.93
C -3.69 2.31 3.00
H -0.86 -0.54 3.26
H -1.31 0.97 4.07
H -2.53 -0.28 3.78
H -3.01 2.12 1.00
H -4.75 2.14 2.79
H -3.52 3.38 3.09
H -3.45 1.84 3.94
```

The value obtained for the total energy is -86198.3229 eV. The total charge is +1.

[6]
The following is a quantum chemistry calculation of C5H15BF4N3PdSSe3Te as an isolated structure, from OMol25.

```
34
Properties=species:S:1:pos:R:3
Pd 1.97 1.91 1.64
Se 5.24 3.30 2.62
Se 4.02 1.39 2.79
Te 1.98 2.05 4.22
Se 0.62 0.03 4.39
F -1.19 2.71 -1.59
B -2.21 1.77 -1.36
F -1.61 0.64 -0.70
F -2.75 1.33 -2.58
F -3.20 2.30 -0.54
N -0.04 2.39 1.09
H -0.58 2.70 1.89
H -0.53 1.59 0.68
H -0.10 3.10 0.37
C -0.38 -1.05 -3.36
C -0.15 -1.70 -2.01
N 1.14 -1.25 -1.45
C 1.29 -0.51 -0.33
S 2.36 0.83 -0.44
N 0.68 -0.86 0.79
C -0.06 -2.09 1.08
C -1.53 -1.83 1.36
H -1.33 -1.40 -3.78
H 0.42 -1.31 -4.06
H -0.45 0.03 -3.27
H -0.14 -2.79 -2.10
H -0.94 -1.42 -1.33
H 1.78 -0.96 -2.18
H 0.87 -0.28 1.61
H 0.42 -2.52 1.96
H 0.09 -2.78 0.25
H -1.63 -1.21 2.26
H -2.04 -2.78 1.55
H -2.02 -1.30 0.55
```

The total charge is -1. The value obtained for the relative energy (zero: lowest compared OMol25 entry of this formula, charge and spin) is 0.096 eV.